41
Properties=species:S:1:pos:R:3:nbo_charge:R:1 method="wB97M-V/def2-TZVPD" orbital_gap_ev=7.98 de_lowest_kcal_mol=8.6 total_charge=+1 e_lumo_ev=-3.85 spin_multiplicity=1
Y 0.195 -0.080 0.241 2.162
O -2.263 0.573 3.930 -0.988
S -0.801 0.429 3.737 1.522
N -0.348 0.011 2.407 -1.265
F 2.334 0.617 0.536 -0.458
C 2.404 -0.852 0.107 0.006
F 2.694 -1.485 1.281 -0.343
H 3.312 -0.831 -0.494 0.160
O 1.795 5.804 -1.378 -0.899
S 0.888 4.988 -2.118 2.296
O -0.077 5.579 -2.991 -0.907
N 0.095 3.955 -1.085 -0.716
C 0.405 2.740 -1.336 0.588
O -0.149 1.744 -0.679 -0.916
C 1.400 2.500 -2.418 -0.093
C 1.951 1.320 -2.881 -0.194
C 2.881 1.383 -3.912 -0.196
C 3.246 2.608 -4.464 -0.177
C 2.696 3.796 -3.995 -0.159
C 1.778 3.709 -2.972 -0.303
H 1.693 0.356 -2.452 0.188
H 3.329 0.474 -4.289 0.227
H 3.971 2.635 -5.266 0.232
H 2.980 4.752 -4.414 0.245
N -4.400 0.463 2.208 -0.533
C -4.407 -0.896 1.587 -0.239
C -3.020 -1.179 1.033 -0.264
N -2.484 -0.137 0.124 -0.690
C -2.748 1.254 0.585 -0.265
C -4.134 1.490 1.155 -0.242
H -3.629 0.500 2.929 0.485
H -5.281 0.650 2.684 0.437
H -5.179 -0.903 0.818 0.220
H -4.661 -1.626 2.353 0.247
H -3.048 -2.126 0.495 0.236
H -2.332 -1.285 1.870 0.233
H -2.921 -0.254 -0.786 0.392
H -2.572 1.933 -0.246 0.272
H -2.017 1.505 1.351 0.226
H -4.922 1.405 0.406 0.220
H -4.183 2.479 1.608 0.254